# 1
C3H10CsO2 | ωB97M-V with the def2-TZVPD basis set

```
16
Properties=species:S:1:pos:R:3:forces:R:3
Cs -0.6514 1.3962 1.5769 -3.8161 12.0316 3.0716
C 0.2492 -0.0467 -1.4522 -0.0475 0.1433 -0.3508
C -0.5798 1.2206 -1.2825 0.7423 -0.6114 -2.0155
O -1.6967 1.0427 -0.4767 -2.3780 -0.6422 -1.6715
H 0.6149 -0.4755 -0.5192 0.0495 0.6977 -0.5914
H 1.0995 0.2159 -2.0816 0.1347 -0.0147 0.1172
H -0.2672 -0.8422 -1.9893 -0.3072 0.1024 0.0785
H -0.9933 1.5282 -2.2430 0.7132 0.3217 -0.2314
H 0.0640 1.9888 -0.8542 0.1626 0.3857 -0.3649
H -1.9153 1.9367 -0.2038 -1.2563 0.1410 -0.8503
C 0.6830 -1.5632 1.2967 0.9632 -3.3446 1.5917
O 0.2083 -0.3617 1.8518 5.0133 -9.1988 1.2389
H 0.2897 -1.8739 0.3288 -0.1440 0.5060 0.5029
H 1.7707 -1.6087 1.3516 0.0963 0.3088 -0.7055
H 0.4037 -2.3088 2.0412 -0.2062 -0.6071 -0.3943
H 0.7207 -0.2484 2.6556 0.2802 -0.2194 0.5748
```
Forces are in eV/Å.

Results
* strongest force on any atom: 0.2526 hartree/bohr
* net charge: +1
* frontier orbital gap: 11.009 eV
* energy above the lowest of the compared OMol25 structures with the same formula, charge and spin: 138.00 kcal/mol

***

# 2
C4H7O4S | ωB97M-V with the def2-TZVPD basis set

```
16
Properties=species:S:1:pos:R:3:forces:R:3
C 0.1140 -2.2058 -0.7996 -1.8084 1.0880 -0.5998
C -0.0492 -1.3372 0.1989 1.0930 -2.7529 -0.2125
C -0.6957 0.7916 -1.0644 -0.1475 -0.5903 -0.4998
C -0.1371 0.0495 0.1078 -3.1173 2.9115 1.7211
O 0.5533 2.3049 1.0590 -0.1599 0.4187 0.0311
O 1.4587 0.3218 2.0872 1.0319 -0.0705 -0.8511
O 2.1464 1.0909 -0.2474 0.6138 -0.7364 0.2594
O -1.4692 0.4859 1.5979 1.9811 -1.2888 -2.9638
S 1.1813 1.0084 0.8337 -0.2181 0.4872 1.3280
H 0.0543 -3.2735 -0.8146 0.5895 -0.4579 0.7896
H -0.1443 -1.7974 -1.7537 0.3845 0.1172 -0.8840
H 0.1191 -1.6300 1.1856 0.0570 -0.7037 1.6252
H -1.6975 1.2762 -0.7615 1.5433 -1.0594 -1.0139
H -0.5844 0.1084 -1.9755 -1.1176 0.9814 1.0274
H 0.0830 1.5203 -1.2170 -0.3385 0.8980 -0.5071
H -0.9325 1.2861 1.5637 -0.3867 0.7578 0.7504
```
Forces are in eV/Å.

Results
* strongest force on any atom: 0.0894 hartree/bohr
* net charge: -1
* frontier orbital gap: 9.103 eV
* energy above the lowest of the compared OMol25 structures with the same formula, charge and spin: 58.51 kcal/mol

***

# 3
C2H3NOS2 | ωB97M-V with the def2-TZVPD basis set

```
9
Properties=species:S:1:pos:R:3:forces:R:3
C 0.9664 0.0610 1.1117 1.0602 0.4260 -0.5509
C -0.1493 0.2401 -0.9530 -0.1221 -0.1910 0.4909
N 0.0214 0.7219 1.5629 -1.8673 1.0406 0.8579
O 1.0674 -0.2171 -0.2157 -0.2318 0.6602 -0.8206
S -1.0715 1.1787 0.3763 0.3409 0.0903 -0.8028
S -1.0968 -1.1749 -1.4547 -0.0181 -0.4953 -1.3612
H 1.7864 -0.0313 1.8147 0.4760 -1.0276 -0.7069
H -0.0017 0.7638 -1.9695 0.6134 -0.3561 2.0279
H -1.5223 -1.5423 -0.2727 -0.2513 -0.1471 0.8656
```
Forces are in eV/Å.

Results
* strongest force on any atom: 0.0448 hartree/bohr
* frontier orbital gap: 9.490 eV
* energy above the lowest of the compared OMol25 structures with the same formula, charge and spin: 37.72 kcal/mol

***

# 4
C23H21N3O4S2 | ωB97M-V with the def2-TZVPD basis set

```
53
Properties=species:S:1:pos:R:3:forces:R:3
C 5.7802 1.4199 -1.8597 2.4526 0.9282 -6.2985
H 5.6419 0.4426 -2.4009 -0.5911 0.6579 0.7966
O 4.7315 2.2677 -1.7174 -3.7745 -1.8463 3.2899
C 3.6986 1.6585 -0.8475 1.1246 4.2955 -3.9748
C 2.5566 2.3215 -0.7523 -5.0555 5.7662 2.6217
C 1.4780 2.0060 0.3138 -0.3531 0.4228 -0.7005
C 1.5369 0.7487 1.0859 3.3232 9.3593 -8.5107
C 2.7250 0.0776 0.5798 -4.3363 1.7692 3.2551
C 3.6946 0.4915 -0.2597 4.4737 -6.1019 1.3940
H 4.6451 -0.2096 -0.3346 -2.1118 1.4980 0.1781
O 2.6954 -0.9270 1.4140 4.3095 -6.0382 0.0982
C 3.7563 -1.8858 1.1538 0.5910 -1.7309 6.2564
H 4.8033 -1.6888 1.4975 -0.8972 1.3598 0.4580
H 4.0117 -2.2176 0.2561 -0.4535 -0.7728 -4.7984
H 3.6302 -2.8651 1.7488 -0.7886 1.6249 -0.7094
N 0.5739 0.3549 1.9150 8.7483 0.2884 -5.5825
C -0.3279 0.8983 2.4402 -4.4781 15.9844 -0.2954
O -0.6236 2.1902 2.3696 1.7666 -3.2909 -0.4667
C -1.1212 0.2596 3.2028 -9.9675 -7.3046 10.6896
H -0.7115 -0.0944 4.2829 -0.5381 0.9558 -2.4369
H -2.1929 0.6650 3.4396 2.7673 0.5508 -0.3705
S -1.7587 -1.2961 2.5666 0.6340 -2.0886 -0.4905
C -2.6157 -0.6017 1.1613 -0.2915 -2.3148 0.6174
N -3.0438 0.5519 1.3989 -0.8137 1.8507 -4.5932
C -3.7394 1.2257 -0.0116 6.0413 -6.5304 9.6921
C -4.0230 2.4230 0.3134 -0.7811 0.8586 -0.5481
C -4.8742 2.7752 -0.6656 -0.3921 12.3393 3.9785
C -5.2727 2.3632 -1.7868 3.6062 -12.6696 2.9475
C -5.0236 0.8430 -1.7528 -0.0584 1.5004 -4.4290
C -4.1182 0.2528 -0.8036 -5.9541 5.1385 -6.1600
C -3.7130 -0.9841 -1.0445 2.1624 -11.7263 -1.5938
O -4.0300 -1.8701 -2.0338 1.6006 5.2775 5.1212
N -2.8822 -1.4996 0.0846 -1.1847 -0.0920 -2.5451
C -2.3261 -2.9752 -0.0741 -0.6327 2.9571 1.7056
C -0.9069 -2.7988 -0.4742 1.8228 4.4492 -1.3239
C -0.1842 -1.4586 -0.9708 0.2274 -8.1252 -0.1454
C 1.1460 -1.9349 -1.5175 -6.5664 -3.7481 6.7521
C 1.4685 -3.1986 -0.7960 -3.6766 5.2061 -2.9613
S 0.1516 -4.0648 -0.3536 -0.3849 -0.7651 0.7077
H 2.2920 -3.5837 -1.1286 4.9027 -2.9285 -1.0858
H 1.8594 -1.2905 -1.6221 4.2877 3.7301 -1.5941
H -0.8185 -0.6255 -0.9265 -0.1102 1.4064 -0.5958
H -2.4822 -3.4248 0.9304 0.3875 0.1170 -0.5752
H -2.9288 -3.5302 -0.7865 -0.1956 0.5159 -0.1973
H -5.3560 0.3329 -2.7741 0.6938 0.4113 2.7288
H -5.7676 2.5926 -2.5292 -4.9310 3.5054 -6.6933
H -5.0885 3.8900 -0.5519 -0.2900 -0.7429 0.0186
H -3.6268 2.8220 1.2092 -0.1516 0.9863 0.4304
H 0.7954 -0.4997 1.9156 0.3026 -9.4345 1.7409
H 0.5454 2.7867 0.4914 2.7900 -2.2246 -0.5560
H 2.4953 3.4917 -1.1623 0.0911 -3.4951 0.8540
H 6.3403 2.0503 -2.7005 -0.3817 -1.5668 1.4810
H 6.5038 1.3218 -1.1327 1.0350 -0.1730 2.4187
```
Forces are in eV/Å.

Results
* strongest force on any atom: 0.3229 hartree/bohr
* frontier orbital gap: 7.708 eV
* energy above the lowest of the compared OMol25 structures with the same formula, charge and spin: 455.06 kcal/mol

***

# 5
C2EuF6NO2S2 | ωB97M-V with the def2-TZVPD basis set

```
14
Properties=species:S:1:pos:R:3:forces:R:3
S 1.9556 0.9666 -2.6563 -1.5238 -0.2736 0.6850
C 0.2476 0.7448 -2.1633 -1.8825 -0.3984 -4.0862
F -0.2081 -0.5161 -2.0328 0.4703 2.4214 1.4653
F -0.5715 0.7130 -3.8324 1.8804 0.2843 0.9930
F -0.4630 1.8677 -1.9423 0.7469 -2.0932 1.3137
Eu 1.5615 2.2366 1.9100 -0.9649 -1.9747 -1.1312
N 0.6302 0.7666 0.1822 0.2268 -0.6437 1.4426
S 0.5731 -0.4988 1.0995 1.6185 0.7834 -1.7092
O 1.1927 -1.7495 0.6612 -0.8639 1.4451 0.6623
O 1.0530 -0.0151 2.4670 -0.0091 0.0985 0.4344
C -1.1760 -1.0294 1.5054 0.8742 -0.1078 -0.5191
F -1.7923 -1.4266 0.4042 -0.1245 0.0164 -0.2355
F -1.8477 -0.0212 2.0348 -0.4368 0.5686 0.3748
F -1.1552 -2.0386 2.3628 -0.0116 -0.1263 0.3101
```
Forces are in eV/Å.

Results
* strongest force on any atom: 0.0878 hartree/bohr
* frontier orbital gap (spin up / spin down): 6.580 / 6.464 eV
* 2S+1: 9
* <S²>: 20.02

***

# 6
C12H30N2O4 | ωB97M-V with the def2-TZVPD basis set

```
48
Properties=species:S:1:pos:R:3:forces:R:3
C 78.1900 78.9530 65.6220 -0.8842 -5.5837 4.2528
C 77.5650 77.5490 65.6900 -0.8384 -0.0908 -1.0095
N 77.0500 76.5040 65.6510 1.0590 1.9090 0.3574
H 77.6460 79.5710 66.2500 -0.6456 1.1962 1.7718
H 79.1820 78.7440 65.8840 1.5698 0.4621 0.6902
H 78.1590 79.3740 64.7610 -0.2438 2.1256 -6.0751
C 82.1120 78.2730 63.4010 -0.2662 -2.4837 -0.4515
C 80.8510 77.5260 62.9800 -4.2914 -3.1335 -0.4054
N 79.8740 76.8430 62.7440 5.4821 3.9867 1.2040
H 81.8380 79.2180 63.8930 0.3952 -0.0796 -0.8620
H 82.6170 77.6180 64.1770 -0.6470 0.7202 -0.7819
H 82.7800 78.1920 62.4820 -0.7356 1.0557 1.2711
C 77.8330 83.8990 67.6920 -3.9382 -1.9776 -5.5264
C 77.5100 82.4560 68.0240 0.9947 -0.1396 -3.0499
O 76.3240 81.9730 67.3380 -1.2416 -2.1313 0.9538
H 78.7480 84.2090 68.0170 2.1842 1.0725 1.1250
H 76.9370 84.4830 67.8370 0.1886 0.7237 0.7872
H 77.8180 83.8790 66.4690 0.5583 0.2746 2.6848
H 77.4770 82.3560 68.9930 -1.5119 -0.2763 5.6387
H 78.5020 81.9410 67.9730 -0.7039 -0.7940 -1.5743
H 75.6620 81.2050 67.7650 3.4569 3.2065 -1.0109
C 78.9790 80.9170 61.4340 -1.7573 -0.0172 4.1618
C 80.3630 81.1730 61.2100 2.6586 -0.6344 -3.5688
O 80.8810 80.1610 60.2490 -2.5848 0.3909 1.0887
H 78.7370 81.8070 62.0380 -0.6951 -0.2147 0.1543
H 78.7680 80.0390 62.1220 0.5170 0.8234 -0.8946
H 78.2690 80.8910 60.6750 -0.6234 -0.0565 -1.8952
H 80.9610 81.1810 62.0890 0.2994 -0.3840 1.0916
H 80.5980 82.1320 60.7170 -0.6228 0.0348 0.1677
H 81.7880 80.2800 60.2990 2.8500 0.0326 -0.2383
C 81.8670 82.9500 65.5900 -1.0624 -0.8132 2.9820
C 80.4520 82.4130 65.2240 1.6638 -0.5317 2.6718
O 80.5610 81.0320 64.8500 0.1820 0.7450 0.2496
H 82.7150 82.6130 65.1020 1.2043 -1.1416 -2.1349
H 82.1540 82.5390 66.6410 -0.6952 1.4681 -1.1745
H 81.8890 84.0130 65.4390 0.0061 0.6839 0.8212
H 80.1950 83.0610 64.4010 -1.3656 -0.2744 -0.1232
H 79.8780 82.4490 66.2890 0.4970 0.4986 -3.0090
H 81.2330 80.7490 65.4990 -0.4135 -0.7057 -0.2861
C 84.1420 79.8670 67.3300 0.2586 -3.7390 0.4673
C 82.8310 79.8770 68.0380 0.8669 -3.5502 -2.3018
O 81.7410 79.6580 67.1360 1.6565 0.3272 -1.2292
H 84.1590 78.8050 66.9180 0.8351 1.4909 -0.1363
H 85.0000 80.0450 67.9920 -0.3805 -0.3254 0.0666
H 84.1700 80.6160 66.6190 0.0233 1.2891 -1.8903
H 82.8520 80.7840 68.4060 -1.1625 4.5725 2.7985
H 82.7630 79.0480 68.6960 0.2820 -0.2751 1.3900
H 81.0430 79.8680 67.7050 -2.3783 0.2635 0.7814
```
Forces are in eV/Å.

Results
* strongest force on any atom: 0.1376 hartree/bohr
* frontier orbital gap: 10.183 eV
* energy above the lowest of the compared OMol25 structures with the same formula, charge and spin: 89.37 kcal/mol
* structure (SMILES): CC#N.CC#N.CCO.CCO.CCO.CCO